Record 1
{
  "formula": "C18H50O7",
  "method": "ωB97M-V/def2-TZVPD",
  "species": ["O", "H", "H", "C", "C", "C", "O", "H", "H", "H", "H", "H", "H", "H", "H", "C", "C", "C", "O", "H", "H", "H", "H", "H", "H", "H", "H", "C", "C", "C", "O", "H", "H", "H", "H", "H", "H", "H", "H", "C", "C", "C", "O", "H", "H", "H", "H", "H", "H", "H", "H", "C", "C", "C", "O", "H", "H", "H", "H", "H", "H", "H", "H", "C", "C", "C", "O", "H", "H", "H", "H", "H", "H", "H", "H"],
  "coordinates": [[0.5716, 1.0928, 0.5943], [0.5372, 0.2481, 0.1455], [0.9969, 1.6797, -0.0309], [1.3106, -0.7421, 3.1095], [1.8943, -2.0067, 3.7606], [2.7159, -2.8850, 2.8059], [2.6395, -1.6583, 4.8998], [0.7557, -0.0535, 3.7467], [0.6172, -1.0721, 2.3359], [2.0665, -0.0654, 2.7111], [1.1068, -2.6158, 4.2043], [3.3673, -2.1306, 2.3646], [2.1529, -3.2562, 1.9496], [3.3868, -3.5759, 3.3165], [3.4622, -1.2543, 4.6142], [-3.0204, -0.4857, -1.1718], [-3.4586, 1.0127, -1.3512], [-4.2212, 1.2463, -2.7080], [-4.2421, 1.4237, -0.2539], [-2.2492, -0.6379, -0.4167], [-2.4578, -0.9254, -1.9953], [-3.9050, -1.1086, -1.0383], [-2.5943, 1.6768, -1.3435], [-4.1982, 2.3105, -2.9429], [-5.2555, 0.9026, -2.6977], [-3.7894, 0.6315, -3.4977], [-3.6393, 1.4682, 0.4919], [3.4490, -0.3924, -1.2194], [3.1046, -0.8512, -2.6284], [4.2943, -0.9377, -3.4741], [2.4614, -2.0388, -2.5194], [3.8699, 0.6124, -1.1837], [4.1916, -1.0884, -0.8293], [2.6828, -0.4407, -0.4456], [2.4077, -0.1625, -3.1062], [5.0094, -1.7403, -3.2936], [4.8181, 0.0095, -3.6023], [4.0811, -1.1183, -4.5277], [1.8127, -1.9981, -3.2258], [0.1586, 3.7660, -2.6592], [1.5050, 3.0481, -2.3835], [2.7120, 3.7670, -3.0295], [1.8773, 3.0351, -0.9702], [0.1005, 4.7395, -2.1723], [-0.7195, 3.2983, -2.2140], [0.1473, 3.9647, -3.7308], [1.3986, 2.0848, -2.8823], [2.7058, 4.8354, -2.8135], [2.7479, 3.6316, -4.1105], [3.6098, 3.3147, -2.6080], [1.4174, 3.7692, -0.5565], [-2.4171, 3.0000, 3.4441], [-2.3479, 1.6827, 2.7516], [-3.6746, 0.8682, 2.9530], [-2.0873, 1.6865, 1.3299], [-2.2664, 2.8240, 4.5092], [-3.2915, 3.6505, 3.4237], [-1.6474, 3.6974, 3.1135], [-1.5971, 1.0660, 3.2457], [-3.8838, 0.7029, 4.0099], [-3.7224, -0.0413, 2.3541], [-4.5380, 1.4795, 2.6902], [-1.1599, 1.5781, 1.1068], [-1.6813, -3.3691, 1.4799], [-0.5437, -3.7934, 0.5347], [-1.0019, -4.3581, -0.8027], [0.1216, -2.6032, 0.3064], [-1.1858, -2.9533, 2.3572], [-2.3150, -4.2260, 1.7087], [-2.2687, -2.5450, 1.0750], [0.0492, -4.5624, 1.0299], [-1.4709, -3.5533, -1.3689], [-1.8376, -5.0574, -0.7771], [-0.1461, -4.7763, -1.3327], [0.5201, -2.7247, -0.5585]],
  "atomic_forces_ev_per_a": [[-0.50, -0.20, 0.43], [-0.10, -0.46, 0.04], [0.52, 0.63, -0.43], [-0.24, -0.43, -0.27], [-0.78, -0.15, 0.36], [0.31, 1.81, -0.25], [0.72, 0.06, 0.64], [-0.14, -0.57, 0.64], [0.16, 0.27, -0.34], [0.32, -0.41, -0.46], [-0.41, 0.07, -0.21], [0.54, -0.06, -0.40], [-0.11, -0.41, 0.34], [-0.56, -0.33, 0.00], [0.17, 0.14, -0.02], [0.35, 0.57, -0.52], [-0.14, -0.90, -0.72], [0.34, -0.43, 1.07], [-1.01, -0.23, -0.71], [-0.58, 0.29, 0.84], [-0.31, 0.36, -0.83], [0.06, 0.01, 0.36], [0.48, -0.19, -0.33], [-0.06, -0.12, -0.21], [-0.13, 0.15, 0.53], [0.46, 0.34, -0.08], [0.40, 0.13, 0.23], [0.64, 0.06, 0.55], [0.08, 2.40, 1.40], [1.88, 0.16, -2.43], [-1.81, -2.54, -0.19], [0.07, 0.00, -0.14], [0.36, 0.01, -0.08], [-0.59, 0.04, -0.51], [0.00, 0.64, 0.08], [-0.03, 0.10, 0.85], [0.22, 0.15, 0.71], [-0.78, -0.26, -0.18], [-0.18, -0.80, 0.02], [0.91, 0.40, 0.77], [0.29, 2.03, -0.24], [-0.48, -0.47, -0.25], [-0.90, -1.08, -0.64], [0.56, 0.39, -0.02], [0.02, -0.70, -0.64], [-0.64, -0.28, 0.01], [0.32, -0.61, 0.97], [-0.01, -0.01, 0.10], [-0.09, 0.05, -0.10], [0.04, 0.12, -0.04], [-0.07, 0.18, 0.06], [0.58, 1.48, 0.64], [-1.31, -2.11, -0.59], [0.01, 1.16, 0.04], [-0.87, 0.67, 0.89], [0.20, -0.02, 0.10], [-0.66, -0.68, -0.61], [0.48, -0.28, 0.01], [0.44, 0.18, -0.13], [0.47, -0.45, 0.10], [0.24, -0.04, 0.25], [0.01, 0.17, -0.53], [0.70, -0.13, 0.17], [0.49, -0.47, -0.21], [-2.45, -0.53, 0.44], [-0.71, 0.27, -0.07], [1.48, 0.80, -0.60], [-0.22, -0.26, 0.33], [-0.06, 0.16, 0.31], [-0.06, -0.19, -0.34], [0.44, 0.10, 0.23], [0.38, 0.36, -0.25], [0.39, -0.54, 0.46], [-0.14, -0.07, -0.22], [0.60, 0.50, -0.16]],
  "charge": 0,
  "relative_energy_ev": 2.1577,
  "largest_force_ha_per_bohr": 0.0607,
  "mol_weight_da": 378.59,
  "orbital_gap_ev": 9.647,
  "lumo_energy_ev": 0.3
}



Record 2
{
  "formula": "C18H51Ag2O10S7",
  "method": "ωB97M-V/def2-TZVPD",
  "species": ["Ag", "Ag", "C", "C", "O", "H", "H", "H", "H", "H", "O", "C", "C", "O", "H", "H", "H", "H", "C", "S", "O", "C", "H", "H", "H", "H", "H", "H", "C", "S", "O", "C", "H", "H", "H", "H", "H", "H", "C", "S", "O", "C", "H", "H", "H", "H", "H", "H", "C", "S", "O", "C", "H", "H", "H", "H", "H", "H", "C", "S", "O", "C", "H", "H", "H", "H", "H", "H", "C", "S", "O", "C", "H", "H", "H", "H", "H", "H", "C", "S", "O", "C", "H", "H", "H", "H", "H", "H"],
  "coordinates": [[3.5930, 2.9029, 0.7577], [4.3227, 0.2735, -1.6227], [2.4307, 0.3075, -4.3194], [3.7771, -0.3169, -4.7062], [4.8039, -0.1755, -3.8298], [2.0291, -0.0991, -3.3791], [1.6303, 0.0086, -5.0146], [2.4668, 1.4010, -4.2828], [3.9453, 0.0245, -5.7512], [3.5415, -1.4000, -4.8330], [-0.0019, -0.2731, 1.1880], [0.0678, 0.2632, -0.0545], [1.2421, 1.1933, -0.4638], [2.5816, 0.8930, -0.1586], [-0.8670, 0.8323, -0.2118], [0.0271, -0.5129, -0.8676], [1.0354, 2.1906, 0.0130], [1.1657, 1.4465, -1.5450], [0.4203, 3.7300, 2.8521], [1.0732, 2.1317, 3.3373], [2.2632, 1.7881, 2.5390], [1.5942, 2.6241, 4.9972], [0.2453, 3.7716, 1.7788], [1.1401, 4.5248, 3.0869], [-0.5226, 3.9653, 3.3495], [0.8344, 3.2766, 5.4351], [2.5586, 3.1359, 4.9648], [1.7124, 1.7647, 5.6538], [-1.2775, -0.7176, 3.2480], [0.0069, -1.5189, 4.2685], [1.3077, -0.8684, 4.0791], [-0.6961, -0.9182, 5.8329], [-1.1276, 0.3507, 3.3888], [-2.3052, -1.0585, 3.3764], [-1.0261, -0.9628, 2.2065], [-0.0759, -1.3409, 6.6225], [-1.7518, -1.1418, 5.9710], [-0.5643, 0.1677, 5.8805], [-0.1942, 4.8804, -0.8062], [1.4040, 4.9024, -1.6302], [2.4256, 4.3271, -0.7119], [1.6668, 6.6748, -1.6494], [-0.9090, 5.5158, -1.3231], [-0.1337, 5.3149, 0.1974], [-0.3980, 3.8143, -0.7172], [0.8155, 7.2275, -2.0465], [2.5981, 6.8821, -2.1683], [1.7680, 7.0600, -0.6276], [-2.8100, -1.8919, -0.6172], [-3.1871, -2.9499, -2.0611], [-2.2069, -4.0816, -2.0018], [-4.7809, -3.6397, -1.5936], [-1.7704, -1.6671, -0.3764], [-3.2539, -2.4700, 0.2006], [-3.3996, -0.9717, -0.6639], [-4.7501, -4.1274, -0.6126], [-5.0268, -4.4562, -2.2692], [-5.5345, -2.8539, -1.5736], [-2.5724, 2.0436, -1.4188], [-3.3966, 2.5873, 0.0974], [-4.7471, 1.9737, -0.0904], [-2.3688, 1.6853, 1.2931], [-1.5289, 2.3328, -1.4781], [-3.1731, 2.4149, -2.2478], [-2.6303, 0.9567, -1.4553], [-2.7009, 1.8534, 2.3156], [-1.3694, 2.1247, 1.1998], [-2.2580, 0.6305, 1.0540], [1.6497, -2.3495, -3.7093], [0.2230, -3.2421, -4.4526], [0.7545, -3.5569, -5.8238], [0.4668, -4.7313, -3.4734], [1.7557, -1.3863, -4.1920], [2.5388, -2.9534, -3.8744], [1.4215, -2.2982, -2.6450], [1.3862, -5.2110, -3.7977], [-0.3990, -5.3893, -3.5357], [0.4757, -4.4610, -2.4156], [0.1399, -3.7779, 0.5248], [1.3029, -4.5272, 1.7196], [2.0374, -3.3706, 2.3006], [0.0160, -4.8513, 2.9402], [-0.6414, -4.4546, 0.1724], [0.7145, -3.4001, -0.3169], [-0.2930, -2.9208, 1.0382], [-0.6799, -4.0382, 3.1153], [0.5046, -5.1304, 3.8713], [-0.5517, -5.7061, 2.5490]],
  "atomic_forces_ev_per_a": [[-0.97, -1.37, -0.21], [-1.22, 0.02, -0.89], [-0.36, 0.80, 0.19], [-1.07, -1.08, -0.24], [0.48, 0.82, 1.26], [0.66, 0.99, 0.27], [0.28, 0.51, -0.43], [0.10, -0.03, 0.08], [0.56, 0.25, 0.24], [0.28, 0.34, -0.30], [0.70, 0.71, -1.31], [0.39, -1.19, -0.16], [0.65, 1.55, 0.18], [0.80, -0.12, -0.18], [0.50, 0.40, -0.76], [0.12, -0.16, -0.07], [-0.26, -0.20, 0.18], [-0.39, -0.34, -0.04], [0.56, 1.16, -0.14], [-1.27, -1.34, 0.50], [0.93, 1.00, -0.19], [0.21, 0.36, 0.30], [0.09, -0.45, -0.03], [-0.01, -0.04, -0.01], [0.05, -0.33, 0.17], [0.03, 0.01, -0.11], [-0.08, 0.15, -0.20], [-0.09, -0.31, -0.36], [0.25, -0.62, 0.38], [-1.84, -0.70, -0.12], [0.30, 0.84, 0.36], [0.72, 0.46, 0.38], [-0.26, 0.00, -0.10], [0.00, -0.12, 0.95], [0.27, 0.35, 0.12], [-0.17, -0.12, 0.18], [0.05, -0.30, -0.16], [-0.03, 0.00, -0.19], [0.58, 0.36, 0.83], [-0.15, -0.03, -0.59], [0.04, 0.49, 0.26], [-0.01, 0.62, 0.93], [-0.17, -0.54, -0.50], [0.36, -0.14, -0.02], [-0.49, 0.19, -0.14], [0.07, -0.28, -0.52], [-0.11, -0.02, -0.25], [0.13, -0.37, 0.05], [-1.63, -0.55, 0.71], [1.20, 0.23, -0.46], [-0.31, 0.04, 0.10], [-0.05, -0.19, 1.00], [0.16, -0.23, -0.63], [0.35, 0.14, 0.27], [0.08, -0.01, -0.25], [0.28, 0.31, 0.09], [0.07, 0.37, -0.48], [-0.06, -0.03, -0.20], [-0.08, -0.21, 0.06], [0.12, -0.07, -0.48], [-0.06, -0.11, 0.61], [0.03, 0.31, -0.35], [-0.02, 0.08, -0.12], [0.06, 0.32, 0.10], [0.05, 0.01, 0.12], [-0.39, 0.00, -0.11], [-0.07, -0.09, 0.00], [-0.13, -0.08, 0.17], [-1.30, -1.28, 0.19], [1.73, 0.17, -0.19], [-0.69, -0.13, -0.06], [-0.60, -0.11, 0.60], [-0.55, -1.35, 0.28], [-0.09, -0.18, -0.04], [0.19, 0.45, 0.12], [0.06, 0.03, -0.02], [0.05, -0.02, -0.47], [0.29, 0.12, -0.08], [0.14, -0.12, 0.07], [-0.84, 1.38, 0.35], [0.46, -0.50, -0.30], [-0.37, -1.24, -0.30], [0.16, -0.13, 0.04], [0.12, -0.03, -0.03], [0.09, 0.19, 0.06], [0.29, 0.36, -0.18], [0.05, 0.01, 0.00], [0.02, -0.03, 0.22]],
  "charge": -1,
  "largest_force_ha_per_bohr": 0.0384,
  "mol_weight_da": 867.80,
  "orbital_gap_ev": 5.264,
  "lumo_energy_ev": 1.3
}



Record 3
{
  "formula": "C18H51O10",
  "method": "ωB97M-V/def2-TZVPD",
  "species": ["C", "C", "O", "O", "H", "H", "H", "C", "C", "O", "H", "H", "H", "H", "H", "H", "C", "C", "O", "H", "H", "H", "H", "H", "H", "C", "C", "O", "H", "H", "H", "H", "H", "H", "C", "C", "O", "H", "H", "H", "H", "H", "H", "C", "C", "O", "H", "H", "H", "H", "H", "H", "C", "C", "O", "H", "H", "H", "H", "H", "H", "C", "C", "O", "H", "H", "H", "H", "H", "H", "C", "C", "O", "H", "H", "H", "H", "H", "H"],
  "coordinates": [[-1.6821, 0.1824, -0.9225], [-0.7672, 0.9075, -0.0306], [-1.2801, 1.3254, 1.0605], [0.3868, 1.1991, -0.4189], [-1.5236, 0.4440, -1.9485], [-2.7549, 0.3398, -0.6197], [-1.4078, -0.8450, -0.9578], [-2.6041, 4.3948, -1.2935], [-1.3292, 4.5400, -0.4579], [-1.7813, 4.6228, 0.9456], [-3.1673, 3.5003, -1.0651], [-2.3609, 4.3529, -2.3514], [-3.2571, 5.2544, -1.1309], [-0.9273, 5.5243, -0.7379], [-0.5843, 3.7794, -0.6368], [-1.6515, 3.7312, 1.2583], [0.3705, -3.4985, 1.8150], [-0.2166, -4.7586, 1.3101], [-0.4154, -5.7557, 2.3336], [0.2903, -2.6507, 1.0914], [1.3982, -3.5954, 2.0991], [-0.2308, -3.1712, 2.6746], [0.5094, -5.1996, 0.6291], [-1.0860, -4.6142, 0.6404], [-0.4113, -5.2980, 3.1685], [0.3149, -3.5152, -2.1179], [0.6955, -3.2432, -3.5769], [2.0143, -2.6825, -3.6710], [0.1897, -2.5632, -1.5659], [1.0535, -4.1151, -1.5985], [-0.6103, -4.1626, -2.0296], [-0.1054, -2.5871, -3.9668], [0.6748, -4.1970, -4.0970], [2.1506, -2.1780, -2.8791], [4.7267, -0.0580, -2.6149], [3.8695, 0.1994, -1.3895], [2.5572, -0.3516, -1.5585], [4.8310, -1.1060, -2.8362], [5.7062, 0.4357, -2.5018], [4.2050, 0.3558, -3.4716], [3.7886, 1.2364, -1.1147], [4.2740, -0.3288, -0.5260], [1.8112, 0.1791, -1.2179], [3.0367, 3.6990, -1.7357], [2.4256, 2.8752, -2.8554], [2.2316, 3.7150, -4.0239], [3.8204, 4.3449, -2.1599], [3.5242, 3.0549, -0.9804], [2.3502, 4.3157, -1.1867], [1.4183, 2.5304, -2.4685], [3.0776, 1.9737, -3.0252], [1.5752, 3.2274, -4.5312], [2.6318, 0.3741, 3.2186], [3.6994, 0.7762, 2.2235], [3.3360, 1.9802, 1.5582], [3.0752, -0.6061, 3.5863], [1.6940, 0.2111, 2.7211], [2.6776, 1.1125, 3.9592], [3.9056, -0.0170, 1.5346], [4.6329, 0.9239, 2.7772], [2.4163, 1.8829, 1.2173], [-5.2003, -2.0429, 1.1892], [-5.4566, -1.8737, -0.2958], [-6.0530, -0.6236, -0.5546], [-6.2234, -2.0853, 1.6273], [-4.7344, -1.1666, 1.6146], [-4.6220, -2.9795, 1.4919], [-6.2339, -2.6387, -0.6603], [-4.4954, -1.9488, -0.7711], [-6.6893, -0.4047, 0.1284], [-2.1314, 1.1436, 4.0508], [-1.6878, -0.2808, 3.7115], [-2.2572, -0.6453, 2.4813], [-3.1917, 1.2425, 3.8638], [-1.5827, 1.9101, 3.4760], [-1.8851, 1.2312, 5.1348], [-2.0720, -1.0387, 4.4274], [-0.6030, -0.2457, 3.7227], [-2.0730, 0.0436, 1.8117]],
  "atomic_forces_ev_per_a": [[-1.70, -0.30, -0.45], [0.09, 2.15, 1.37], [0.49, -0.21, -0.50], [0.64, -0.47, -0.12], [-0.04, 0.70, -0.66], [1.11, -0.39, -0.38], [-0.08, -1.23, 0.45], [0.43, -0.08, -0.28], [-1.94, 1.30, 0.68], [1.09, 0.17, -1.46], [-0.03, -0.31, 0.25], [0.06, 0.05, -0.31], [0.09, -0.02, 0.08], [0.29, -0.26, 0.38], [0.11, -0.40, 0.20], [0.00, -0.73, 0.47], [-1.07, 1.79, 0.15], [0.45, -1.33, -1.26], [-0.18, 0.34, -0.80], [0.08, -0.76, 0.37], [0.59, -0.16, 0.27], [0.24, 0.18, 0.03], [0.16, -0.25, -0.14], [-0.18, 0.04, 0.92], [-0.12, 0.23, 0.46], [-0.89, -0.43, 0.30], [-0.08, 0.06, 1.10], [-1.03, -0.89, -0.87], [-0.08, -0.52, -0.19], [0.52, 0.05, -0.02], [0.64, 1.05, -0.27], [0.58, -0.06, -0.31], [0.17, 0.07, -0.40], [0.25, 0.89, 0.75], [-0.31, 0.83, 0.12], [-0.78, -1.05, 0.61], [-0.01, -0.52, -0.72], [0.21, -0.52, 0.20], [-0.29, -0.30, -0.10], [0.12, 0.22, -0.28], [0.21, 0.34, -0.09], [0.46, 0.11, 0.09], [0.26, 0.40, 0.20], [1.22, -0.22, -0.12], [-0.88, -0.26, 1.05], [0.10, -0.92, 0.56], [-0.13, -0.10, 0.14], [-0.27, 0.32, -0.37], [-0.57, 0.32, -0.01], [1.03, 0.00, -0.61], [-0.76, 1.00, -0.38], [0.05, 0.25, -0.26], [2.26, -2.37, -0.89], [-0.48, 0.73, 0.20], [-0.30, -0.06, -0.35], [-1.09, 0.90, 0.16], [-0.60, 0.06, 0.10], [-0.70, 0.86, 1.34], [-0.04, -0.55, -0.71], [-0.03, 0.43, -0.19], [0.72, -0.02, 0.22], [-1.00, -1.20, 0.73], [-1.40, -1.14, 0.60], [0.41, 0.79, -0.62], [0.60, -0.24, 0.26], [0.53, 0.14, -0.02], [-0.78, 1.27, -0.56], [1.60, 0.44, 0.33], [0.09, 0.12, -0.93], [0.01, -0.16, 0.21], [0.83, -0.34, 1.27], [-1.08, 0.74, -0.44], [-0.12, -1.21, -0.25], [-0.31, 0.13, 0.17], [-0.22, -0.53, 0.21], [-0.41, 0.57, -0.52], [0.38, 0.58, -0.10], [0.46, -0.54, -0.17], [0.37, 0.43, 0.12]],
  "charge": -1,
  "relative_energy_ev": 0.0000,
  "largest_force_ha_per_bohr": 0.0660,
  "mol_weight_da": 427.60,
  "orbital_gap_ev": 8.934,
  "lumo_energy_ev": 2.7
}



> Number 2 is which compound?

C18H51Ag2O10S7